{
  "formula": "C26H50N2O20S",
  "method": "the ωB97M-V functional and the def2-TZVPD basis",
  "e_tot_ev": -82536.8161,
  "e_lumo_ha": 0.0086,
  "homo_energy_ev": -10.018,
  "molar_mass_g_mol": 742.747,
  "species": ["C", "C", "C", "C", "C", "C", "N", "O", "O", "S", "O", "O", "O", "C", "C", "C", "C", "C", "N", "H", "H", "H", "H", "H", "H", "H", "H", "H", "H", "H", "H", "H", "H", "H", "H", "H", "H", "H", "H", "C", "O", "C", "O", "O", "C", "H", "H", "H", "H", "H", "H", "C", "O", "C", "O", "O", "C", "H", "H", "H", "H", "H", "H", "C", "O", "C", "O", "O", "C", "H", "H", "H", "H", "H", "H", "C", "O", "C", "O", "O", "C", "H", "H", "H", "H", "H", "H", "C", "O", "C", "O", "O", "C", "H", "H", "H", "H", "H", "H"],
  "positions_angstrom": [[0.8355, -0.5603, 4.1464], [-0.2447, -0.0629, 3.5581], [-0.3698, 0.0020, 2.0627], [-0.8308, -1.3741, 1.5249], [-2.3160, -1.7453, 1.4980], [-2.9337, -1.5929, 0.1187], [-4.2178, -2.1694, -0.1039], [-2.3499, -1.0315, -0.7627], [0.9710, 0.1779, 1.4572], [0.8334, 0.8879, 0.0384], [1.0249, -0.0429, -1.0132], [1.6246, 2.0716, 0.0764], [-0.6989, 1.2892, 0.1415], [-0.9964, 1.3001, 1.5613], [-2.3925, 1.7830, 1.9508], [-3.4179, 1.8575, 0.8113], [-4.8685, 1.9004, 1.3009], [-5.2841, 0.6710, 2.1089], [-6.7459, 0.5101, 2.1128], [0.7420, -1.0987, 5.0810], [1.8050, -0.4532, 3.6743], [-1.0905, 0.2712, 4.1527], [-0.4206, -1.5292, 0.5278], [-0.3318, -2.0864, 2.1823], [-2.9124, -1.2296, 2.2565], [-2.4012, -2.8101, 1.7454], [-4.9713, -1.5457, 0.1642], [-4.3192, -3.0288, 0.4271], [-0.3089, 2.0548, 1.9627], [-2.2569, 2.7947, 2.3364], [-2.7653, 1.1868, 2.7865], [-3.2718, 1.0238, 0.1196], [-3.2223, 2.7616, 0.2310], [-4.9853, 2.7915, 1.9268], [-5.5183, 1.9740, 0.4285], [-4.8467, -0.2192, 1.6493], [-4.8851, 0.7568, 3.1268], [-7.1488, 1.0036, 2.9016], [-6.9781, -0.4642, 2.2700], [4.0749, -5.4766, 6.2908], [4.7102, -4.9809, 5.1085], [3.8721, -4.6429, 4.1316], [2.6680, -4.7223, 4.1744], [4.5764, -4.2008, 3.0963], [3.7683, -3.8663, 1.9605], [4.8799, -5.7045, 6.9822], [3.4174, -4.7217, 6.7178], [3.5048, -6.3772, 6.0705], [3.0637, -3.0757, 2.2119], [3.2281, -4.7457, 1.6142], [4.4439, -3.5243, 1.1833], [0.3188, -6.1521, 2.2527], [0.6291, -5.7600, 0.9094], [-0.4328, -5.4788, 0.1536], [-1.5829, -5.5131, 0.5166], [-0.0054, -5.1249, -1.0543], [-1.0430, -4.7561, -1.9749], [1.2712, -6.3000, 2.7498], [-0.2264, -5.3557, 2.7557], [-0.2646, -7.0708, 2.2695], [-1.5976, -3.8964, -1.6037], [-1.7220, -5.5905, -2.1380], [-0.5376, -4.4969, -2.8992], [6.8240, 6.8075, 0.8607], [6.3717, 5.4529, 0.8155], [5.4004, 5.2305, -0.0783], [4.9172, 6.0642, -0.8005], [5.0713, 3.9468, -0.0241], [4.0336, 3.5511, -0.9376], [7.6002, 6.8334, 1.6198], [7.2327, 7.1091, -0.1020], [6.0100, 7.4761, 1.1354], [4.3479, 3.7291, -1.9644], [3.1154, 4.0939, -0.7315], [3.8807, 2.4925, -0.7687], [-1.8550, -0.3949, -3.4103], [-1.5835, -0.0421, -4.7782], [-1.4498, -1.0782, -5.5954], [-1.5296, -2.2423, -5.2916], [-1.2075, -0.6167, -6.8259], [-1.0385, -1.6362, -7.8130], [-1.9217, 0.5449, -2.8723], [-2.7936, -0.9356, -3.3295], [-1.0432, -0.9902, -3.0015], [-1.9386, -2.2425, -7.8978], [-0.1915, -2.2737, -7.5659], [-0.8515, -1.1135, -8.7463], [0.7852, 7.6037, -4.6411], [-0.1835, 6.6730, -4.1468], [0.3227, 5.4793, -3.8320], [1.4775, 5.1575, -3.9346], [-0.6669, 4.7078, -3.3838], [-0.2444, 3.3950, -2.9967], [0.2350, 8.5159, -4.8511], [1.5527, 7.7914, -3.8927], [1.2478, 7.2272, -5.5514], [0.4760, 3.4516, -2.1819], [0.1869, 2.8618, -3.8416], [-1.1395, 2.8784, -2.6610]],
  "forces_ev_per_angstrom": [[-0.023, 0.070, 0.119], [0.191, 0.118, -0.128], [0.189, 0.395, -0.414], [-0.205, -0.250, 0.287], [0.290, -0.370, -0.019], [-0.157, -0.021, 0.313], [0.129, -0.298, 0.247], [-0.056, 0.271, -0.215], [-0.194, -0.101, 0.104], [0.500, 0.366, -0.076], [-0.230, -0.084, -0.068], [-0.095, -0.123, 0.045], [-0.253, -0.295, 0.002], [0.454, 0.769, 0.524], [-0.133, 0.002, -0.445], [0.000, -0.207, -0.021], [0.446, -0.064, 0.078], [-0.182, 0.273, -0.101], [0.110, -0.233, 0.211], [0.341, 0.866, 0.537], [-0.056, -0.906, -0.306], [-0.449, -0.845, -0.185], [-0.075, 0.186, -0.039], [0.101, -0.008, -0.105], [-0.070, 0.065, -0.155], [-0.046, 0.032, 0.052], [-0.010, 0.066, -0.355], [-0.075, 0.112, 0.143], [-0.061, -0.046, 0.147], [-0.138, -0.054, 0.133], [0.062, -0.124, -0.106], [-0.090, 0.030, 0.075], [0.050, -0.062, -0.045], [-0.262, 0.049, -0.159], [-0.112, 0.118, 0.116], [-0.018, 0.061, 0.110], [0.084, -0.193, -0.039], [-0.036, 0.128, -0.132], [-0.042, 0.029, -0.023], [0.034, -0.020, 0.075], [-0.017, 0.020, -0.026], [-0.009, 0.046, -0.037], [0.025, -0.064, 0.120], [0.002, -0.015, 0.018], [-0.062, 0.024, -0.218], [0.019, 0.010, -0.023], [-0.029, -0.009, -0.028], [-0.030, 0.023, -0.016], [-0.026, -0.030, 0.012], [-0.067, 0.046, -0.003], [0.111, -0.007, 0.096], [0.065, 0.048, 0.130], [-0.064, -0.111, -0.051], [0.158, 0.213, -0.043], [-0.064, 0.041, 0.041], [-0.041, -0.070, 0.105], [0.009, 0.030, -0.121], [0.020, 0.035, -0.039], [-0.044, -0.039, 0.023], [-0.057, 0.035, -0.088], [-0.017, 0.004, 0.014], [-0.016, 0.007, 0.040], [0.008, 0.019, 0.008], [0.059, 0.021, 0.050], [-0.018, -0.007, -0.016], [0.002, 0.026, 0.006], [0.006, -0.025, 0.020], [0.009, -0.008, 0.004], [0.101, -0.015, -0.118], [-0.006, -0.031, 0.003], [-0.039, 0.009, -0.015], [-0.014, 0.001, -0.040], [-0.019, 0.080, 0.006], [0.018, 0.026, -0.012], [0.022, 0.026, 0.047], [0.050, 0.090, -0.020], [-0.018, -0.020, -0.011], [0.034, 0.004, -0.029], [-0.001, 0.015, 0.012], [-0.016, -0.009, 0.043], [0.019, 0.010, -0.083], [-0.001, -0.001, -0.016], [0.020, -0.043, -0.041], [-0.008, -0.024, -0.010], [0.011, -0.022, 0.034], [-0.023, -0.021, 0.027], [-0.003, 0.026, 0.018], [-0.015, 0.083, -0.017], [0.007, -0.024, 0.002], [0.007, 0.008, 0.009], [-0.032, 0.002, -0.006], [0.031, 0.019, -0.011], [-0.058, -0.174, 0.089], [-0.027, -0.017, 0.011], [0.021, -0.039, -0.011], [0.025, -0.025, 0.022], [0.050, -0.011, -0.044], [0.054, 0.036, 0.003], [-0.039, 0.078, -0.005]]
}